134
Properties=species:S:1:pos:R:3 method="wB97M-V/def2-TZVPD" orbital_gap_ev=8.0330 mol_weight_g_mol=1101.0 multiplicity=1 homo_ha=-0.296 smiles="Oc1ccc(O)cc1.Oc1ccc(O)cc1.Oc1ccc(O)cc1.Oc1ccc(O)cc1.Oc1ccc(O)cc1.Oc1ccc(O)cc1.O=C1OCCO1.O=C1OCCO1.O=C1OCCO1.O=C1OCCO1.O=C1OCCO1" de_lowest_kcal_mol=216.5 e_tot_ev=-109068.1253 max_force_ev_per_a=7.57
O -3.1363 5.7416 -2.0127
C -3.8973 6.5792 -2.7914
C -3.4241 7.8734 -2.8843
C -4.0896 8.6747 -3.7562
C -5.2480 8.2100 -4.4201
O -5.7958 9.1307 -5.2167
C -5.6909 6.8983 -4.3718
C -5.0314 6.0685 -3.4181
H -2.2483 5.7728 -2.3761
H -2.4774 8.1820 -2.4660
H -3.8190 9.7137 -3.8727
H -5.4111 10.0073 -5.1449
H -6.5355 6.5828 -4.9663
H -5.4571 5.0830 -3.3010
O 4.3531 3.1906 -7.5865
C 3.0775 3.3040 -8.0669
C 2.7508 4.4661 -8.7369
C 1.4533 4.8293 -8.9700
C 0.4607 3.8886 -8.6236
O -0.7453 3.9372 -9.2478
C 0.7568 2.6606 -7.9647
C 2.1238 2.3322 -7.6928
H 4.9582 3.9312 -7.6709
H 3.5534 5.1524 -8.9631
H 1.1557 5.8094 -9.3122
H -0.5521 4.2463 -10.1359
H -0.0868 2.0546 -7.6690
H 2.2898 1.4528 -7.0882
O 7.3365 4.6054 2.0243
C 6.3335 4.7269 1.0597
C 6.6761 5.0417 -0.2425
C 5.6592 5.2309 -1.1923
C 4.3611 5.1276 -0.7023
O 3.2620 5.4131 -1.4727
C 4.0319 4.8156 0.5730
C 4.9491 4.5804 1.4492
H 6.8813 4.4472 2.8545
H 7.7431 5.0022 -0.4047
H 5.7655 5.2661 -2.2664
H 3.4679 5.6249 -2.3861
H 3.0145 4.8418 0.9343
H 4.6683 4.4518 2.4841
O 3.1287 -2.9490 -0.8085
C 2.2656 -2.6405 0.1973
C 2.2317 -3.4513 1.3314
C 1.4048 -2.9736 2.3162
C 0.4714 -1.9514 2.1108
O -0.6649 -1.9235 2.9246
C 0.5675 -1.1668 0.9921
C 1.5273 -1.4163 0.0465
H 3.0907 -2.2700 -1.4861
H 3.0553 -4.0856 1.6241
H 1.3668 -3.5434 3.2328
H -0.7735 -2.7937 3.3153
H -0.1247 -0.3703 0.7624
H 1.5902 -0.7526 -0.8032
O -6.8074 -3.4383 3.0537
C -7.1267 -3.4544 1.7605
C -6.2102 -3.6425 0.7982
C -6.5336 -3.5800 -0.5493
C -7.7986 -3.4810 -0.9633
O -8.1653 -3.6302 -2.3198
C -8.8420 -3.3984 -0.0438
C -8.4394 -3.2221 1.3342
H -6.0312 -2.9396 3.3188
H -5.1798 -3.9182 0.9679
H -5.7671 -3.8519 -1.2599
H -8.4461 -2.8344 -2.7774
H -9.8408 -3.4121 -0.4542
H -9.0787 -2.9823 2.1710
O -10.3491 5.3678 3.2125
C -8.9630 5.3454 3.2942
C -8.4311 6.3743 4.1099
C -7.0698 6.5961 4.1024
C -6.2733 5.8518 3.2558
O -4.9262 5.6454 3.3758
C -6.7986 4.8822 2.4220
C -8.1355 4.5430 2.4319
H -10.6020 6.1175 3.7561
H -9.2061 6.9607 4.5809
H -6.6948 7.2026 4.9135
H -4.4444 5.6929 2.5468
H -6.1253 4.2379 1.8763
H -8.5350 3.7008 1.8866
O -2.3375 3.4707 9.7835
C -3.2988 3.0395 9.1730
O -3.1836 2.3177 8.0063
C -4.4731 2.1726 7.4779
C -5.4056 3.0584 8.2827
O -4.5801 3.4019 9.4020
H -4.6555 2.2028 6.4037
H -4.7484 1.1693 7.8031
H -6.2508 2.5071 8.6946
H -5.6564 3.9807 7.7586
O 10.2232 -11.3578 -0.4454
C 9.1593 -10.7088 -0.6400
O 9.1075 -9.6200 -1.3477
C 7.7989 -9.1517 -1.3757
C 6.9206 -10.1377 -0.6052
O 7.9028 -11.0367 -0.1866
H 7.7609 -8.1802 -0.8828
H 7.6218 -9.1091 -2.4503
H 6.1253 -10.5485 -1.2273
H 6.4260 -9.6695 0.2458
O -0.9511 -8.4148 2.1839
C -1.0841 -8.2200 0.9575
O -2.2023 -8.4885 0.3172
C -2.1017 -8.4161 -1.0349
C -0.6573 -8.0343 -1.3257
O -0.1144 -8.0549 -0.0129
H -2.2841 -9.4010 -1.4649
H -2.7494 -7.5927 -1.3358
H -0.6349 -7.0116 -1.7023
H -0.3250 -8.7308 -2.0955
O 4.2868 -2.5569 8.0031
C 3.6518 -3.1831 8.8631
O 3.1214 -2.6052 9.8896
C 2.4088 -3.5255 10.5607
C 3.0677 -4.8331 10.1245
O 3.7475 -4.4490 9.0687
H 2.4744 -3.3928 11.6406
H 1.3383 -3.3564 10.4450
H 2.1702 -5.4465 10.0453
H 3.7335 -5.1554 10.9251
O 10.9521 -5.1740 -8.3789
C 10.7617 -4.2587 -7.6244
O 11.3339 -3.0845 -7.6000
C 10.5516 -2.0694 -7.0447
C 9.7210 -2.9754 -6.0572
O 9.7239 -4.2326 -6.7410
H 11.0900 -1.3896 -6.3843
H 9.8853 -1.5550 -7.7372
H 8.7175 -2.6097 -5.8392
H 10.1569 -2.9773 -5.0581

24
Properties=species:S:1:pos:R:3 method="wB97M-V/def2-TZVPD" orbital_gap_ev=9.8572 mol_weight_g_mol=142.2 multiplicity=1 homo_ha=-0.333 smiles="CC[C@@](C)(N)C=O.CC#N" de_lowest_kcal_mol=26.7 e_tot_ev=-12512.7842 max_force_ev_per_a=2.84
C 1.1086 -0.2113 -1.8976
C 0.7663 0.4866 -0.5987
C -0.9299 0.5169 -0.3536
C -1.5440 1.6713 -1.1505
N -1.5922 -0.7017 -0.6925
C -1.1667 0.8125 1.1021
O -0.4856 1.5154 1.8097
H 2.0013 0.2250 -2.3418
H 0.3475 -0.1438 -2.6818
H 1.2679 -1.2807 -1.7755
H 1.0026 1.5508 -0.6413
H 1.4287 0.1846 0.2109
H -2.6030 1.7656 -0.9234
H -1.0478 2.6068 -0.9036
H -1.4309 1.4923 -2.2200
H -1.1847 -1.5059 -0.2029
H -1.5601 -0.8843 -1.6892
H -2.0683 0.3334 1.4993
C 1.5189 -1.1616 2.5881
C 0.8700 -1.7951 1.4658
N 0.2512 -2.4824 0.7783
H 2.5907 -1.0890 2.4064
H 1.1194 -0.1559 2.7241
H 1.3400 -1.7495 3.4877

17
Properties=species:S:1:pos:R:3 method="wB97M-V/def2-TZVPD" orbital_gap_ev=4.2507 mol_weight_g_mol=115.1 multiplicity=1 homo_ha=-0.339 de_lowest_kcal_mol=208.1 e_tot_ev=-10907.5502 max_force_ev_per_a=4.18
C -0.6678 0.1814 0.2802
N -1.7483 1.1496 0.3303
C -1.4196 2.3237 0.9118
O -0.2770 2.7378 1.2771
C 0.5352 0.6971 -0.5552
C 1.2739 -0.3687 -1.3183
C 1.0858 -1.7110 -1.0870
O -0.1990 -2.3120 1.2433
H -0.3224 -0.0702 1.3280
H -1.0043 -0.7256 -0.1258
H -0.3368 -2.9970 1.8706
H -2.3529 2.9479 1.0514
H 1.2313 1.2753 0.1017
H 0.0948 1.4275 -1.2587
H 2.0003 -0.0742 -2.1007
H 0.5499 -2.0654 -0.1602
H 1.5571 -2.4160 -1.7884

14
Properties=species:S:1:pos:R:3 method="wB97M-V/def2-TZVPD" orbital_gap_ev=10.1392 mol_weight_g_mol=95.2 multiplicity=1 homo_ha=-0.347 smiles=NCO.CS de_lowest_kcal_mol=7.3 e_tot_ev=-16592.3502 max_force_ev_per_a=0.48
N 1.3609 -1.3052 -0.9847
C 1.4838 0.1092 -1.0277
O 1.7852 0.7034 0.2543
H 0.5570 -1.6009 -0.4422
H 2.1962 -1.7126 -0.5754
H 0.5513 0.5298 -1.4071
H 2.3119 0.3854 -1.6775
H 1.0451 1.2461 0.5345
C -1.8259 0.7759 0.8639
S -2.2044 -0.8832 0.1926
H -2.7300 1.3044 1.1355
H -1.3382 1.3360 0.0683
H -1.1770 0.6497 1.7226
H -2.0159 -1.5380 1.3429

14
Properties=species:S:1:pos:R:3 method="wB97M-V/def2-TZVPD" orbital_gap_ev="7.6517 / 6.9365" mol_weight_g_mol=130.2 multiplicity=3 homo_ha="-0.269 / -0.351" de_lowest_kcal_mol=40.8 e_tot_ev=-20102.7924 max_force_ev_per_a=3.71
C -1.8860 -0.4112 -0.5753
C 0.3749 0.8050 -0.7316
C 1.2254 1.5417 0.2324
C -0.4136 -0.2063 0.0462
N 0.5055 -2.1869 0.8180
N 0.1391 -1.5594 -0.2100
O 0.2965 1.0139 -1.9421
S -3.0971 -0.1973 0.4864
H -1.7716 -0.9084 -1.4856
H 1.9095 2.0570 -0.3116
H 1.7486 1.0181 0.9935
H 0.6388 2.2875 0.8900
H -0.3053 -0.0698 1.2127
H 0.6352 -3.1840 0.5770

17
Properties=species:S:1:pos:R:3 method="wB97M-V/def2-TZVPD" orbital_gap_ev=8.7768 mol_weight_g_mol=85.1 multiplicity=1 homo_ha=-0.285 de_lowest_kcal_mol=150.1 e_tot_ev=-6847.0196 max_force_ev_per_a=2.78
C 1.2088 0.6089 -1.7331
C 0.5916 1.2923 -0.5796
N 0.4181 0.5462 0.5847
C -0.2630 0.4220 1.8424
C 0.3308 -0.6707 0.9558
C -1.6039 -1.4062 0.4700
H 1.3308 1.2166 -2.6336
H 2.2065 0.2202 -1.5192
H 0.6122 -0.2489 -2.0434
H 1.1719 2.1559 -0.2621
H -0.4105 1.6677 -0.7801
H 0.3793 0.8056 2.6458
H -1.4016 -0.1212 1.4591
H 0.9676 -1.5051 0.7282
H -1.4848 -2.3990 0.9126
H -1.3798 -1.4575 -0.5992
H -2.6741 -1.1268 0.5516

44
Properties=species:S:1:pos:R:3 method="wB97M-V/def2-TZVPD" orbital_gap_ev=7.6539 mol_weight_g_mol=335.5 multiplicity=1 homo_ha=-0.463 smiles="CCOC(=O)CCCc1c[nH]c(S(C)(=O)=O)[n+]1CSCC" de_lowest_kcal_mol=253.9 charge=+1 e_tot_ev=-46676.0259 max_force_ev_per_a=9.01
C 1.2435 -2.6408 2.1555
C 0.2545 -1.3788 2.5170
O 0.9982 -0.5017 3.4403
C 1.2682 0.8193 2.8485
O 1.0002 1.8947 3.6361
C 1.9075 1.0075 1.3157
C 1.9544 2.5779 0.8495
C 0.6156 3.1176 0.0738
C -0.6428 2.0679 0.0392
C -1.7307 1.9080 1.2556
N -2.7184 0.8677 0.7741
C -2.2763 0.4245 -0.6080
S -3.4220 -0.8413 -1.3780
C -4.3326 -1.9330 -0.1458
O -4.5456 -0.0374 -2.1420
O -2.7638 -1.7778 -2.4197
N -1.0250 1.1155 -1.1060
C -0.3897 0.8976 -2.4609
S 1.4830 0.8806 -2.4724
C 2.1873 -0.7768 -1.9577
C 2.9582 -1.5233 -3.2374
H 2.2133 -2.2686 1.5697
H 0.6712 -3.4957 1.5726
H 1.6532 -3.0758 3.1809
H -0.6753 -1.7950 3.1345
H -0.1954 -0.8376 1.5795
H 1.4295 0.2699 0.5405
H 3.0447 0.6621 1.4290
H 2.8780 2.6885 0.1089
H 2.2328 3.2698 1.7814
H 0.9491 3.4789 -1.0137
H 0.2726 4.1047 0.6502
H -1.7534 2.5064 2.2607
H -3.5435 0.5700 1.3393
H -5.4184 -2.2253 -0.5469
H -4.4581 -1.4406 0.9095
H -3.7401 -2.9676 -0.1162
H -0.7358 -0.1847 -2.8218
H -0.8252 1.6421 -3.2820
H 1.4366 -1.4794 -1.3993
H 3.0620 -0.5482 -1.1795
H 3.3917 -0.6802 -3.9504
H 2.2086 -2.1807 -3.8501
H 3.8784 -2.1810 -2.8740

70
Properties=species:S:1:pos:R:3 method="wB97M-V/def2-TZVPD" orbital_gap_ev="7.0680 / 5.7404" mol_weight_g_mol=940.8 multiplicity=5 homo_ha="-0.107 / -0.116" charge=-2 e_tot_ev=-181691.2840 max_force_ev_per_a=0.49
Co -2.5578 0.3389 -0.9537
C 3.8245 -1.5029 3.3653
C 2.4113 -1.0396 3.1314
C 2.1441 0.1642 2.4962
C 0.8381 0.5795 2.2683
C -0.2269 -0.2043 2.6712
C 0.0281 -1.3985 3.3393
C 1.3306 -1.8126 3.5551
S -1.9282 0.3434 2.4124
O -1.8367 1.7837 2.3096
O -2.5841 -0.2110 3.5808
N -2.5002 -0.2626 1.0740
C -2.2453 -1.6924 0.8981
C -1.1798 -1.8897 -0.1746
O -0.4356 -2.8699 -0.1791
O -1.1283 -0.9605 -1.0775
H 4.5384 -0.8451 2.8676
H 3.9734 -2.5126 2.9767
H 4.0701 -1.5197 4.4305
H 2.9660 0.7898 2.1639
H 0.6512 1.5360 1.8033
H -0.8073 -1.9804 3.7051
H 1.5145 -2.7542 4.0630
H -3.1555 -2.1676 0.5221
H -1.9468 -2.2166 1.8047
F -2.7625 1.7146 -3.4088
C -2.2099 0.5999 -2.8572
F -2.6659 -0.4631 -3.5715
H -1.1227 0.6566 -2.9851
C 4.2386 0.6379 -1.8546
C 3.8878 -0.7918 -2.2598
Sb 2.0829 -1.5009 -1.2217
C 1.1674 -2.2659 -3.0177
C 1.9282 -3.3597 -3.7522
C 3.0934 -3.3119 -0.5780
C 2.2689 -4.2212 0.3252
H 5.1334 1.0181 -2.3602
H 4.4164 0.7112 -0.7777
H 3.4176 1.3246 -2.0751
H 4.7155 -1.4719 -2.0364
H 3.7113 -0.8536 -3.3378
H 1.0262 -1.3878 -3.6552
H 0.1740 -2.5923 -2.7159
H 2.9653 -3.0762 -3.9568
H 1.4595 -3.6043 -4.7110
H 1.9570 -4.2800 -3.1645
H 3.9918 -2.9497 -0.0672
H 3.4390 -3.8467 -1.4666
H 2.8452 -5.0943 0.6531
H 1.3684 -4.5691 -0.1795
H 1.9154 -3.6896 1.2094
F -4.9422 1.8039 1.6894
Te -5.3979 0.8766 0.0356
F -6.4660 0.2928 -1.4624
F -6.8978 0.1772 1.1146
F -6.3594 2.4645 -0.2884
F -4.1378 -0.9259 -0.9882
O -3.9203 1.6290 -0.9070
Se -0.5197 2.3561 -0.7227
C -1.2160 4.0334 -0.2287
C -0.3707 5.1493 -0.2376
C -0.8558 6.3925 0.1295
C -2.1847 6.5264 0.5207
C -3.0238 5.4206 0.5368
C -2.5514 4.1723 0.1603
H 0.6645 5.0263 -0.5313
H -0.1995 7.2547 0.1195
H -2.5634 7.4979 0.8176
H -4.0567 5.5150 0.8462
H -3.2017 3.3087 0.1654

> Among the records above, which one has the highest multiplicity?

C22H30CoF7NO5SSbSeTe

> Which value of multiplicity does entry 3 give?

1

> Among the records above, which one has the highest multiplicity?

C22H30CoF7NO5SSbSeTe